# 1
Entry from the OMol25 dataset: an isolated molecule of C8H14N4O5 in a non-equilibrium geometry (ωB97M-V/def2-TZVPD).

Properties
**E_HOMO**: -9.49 eV
**Molar mass**: 246.22 g/mol
**DFT total energy**: -24723.7023 eV

Last column: Mulliken charge in e.
Cartesian coordinates (Å):
O1 -1.484 -0.556 2.025  -0.375
O2 -0.726 -2.556 2.725  -0.588
O3 -0.647 -0.649 -1.906  -0.784
O4 0.541 2.109 1.488  -0.737
O5 3.205 -3.341 -0.455  -0.647
N1 0.333 -0.358 0.124  0.114
N2 -0.365 1.972 -2.655  -0.782
N3 -1.167 3.568 1.741  -0.421
N4 1.418 -2.803 -1.712  -0.325
C1 1.322 -2.559 0.744  -0.503
C2 -0.467 2.641 1.034  0.739
C3 0.054 -1.693 0.590  -0.242
C4 -1.051 2.337 -0.340  -1.079
C5 -0.153 0.087 -1.059  0.290
C6 -0.732 -1.666 1.907  0.099
C7 2.077 -2.902 -0.529  0.290
C8 -0.070 1.612 -1.283  0.186
H1 2.041 -2.053 1.411  0.300
H2 -1.131 1.394 -3.004  0.287
H3 -1.978 -0.631 2.887  0.365
H4 -1.928 4.105 1.346  0.202
H5 -0.775 3.840 2.675  0.276
H6 -1.979 1.730 -0.185  0.268
H7 1.985 -2.995 -2.526  0.247
H8 0.963 1.940 -1.015  0.449
H9 0.643 0.335 0.777  0.412
H10 -0.618 -2.172 -0.125  0.587
H11 0.573 -2.223 -1.837  0.209
H12 -1.346 3.266 -0.834  0.494
H13 0.402 1.707 -3.231  0.297
H14 1.059 -3.484 1.224  0.371

---

# 2
Entry from the OMol25 dataset: an isolated molecule of C8H14N4O5 in a non-equilibrium geometry (ωB97M-V/def2-TZVPD).

Properties
**E_HOMO**: -9.55 eV
**Molar mass**: 246.22 g/mol
**DFT total energy**: -24719.4840 eV

Last column: Mulliken charge in e.
Cartesian coordinates (Å):
O1 -0.615 1.987 -0.843  -0.378
O2 4.907 0.184 -0.926  -0.619
O3 -2.024 2.299 0.905  -0.466
O4 -5.142 0.293 0.160  -0.503
O5 1.582 -1.119 1.524  -0.688
N1 -0.525 -0.314 1.017  -0.065
N2 3.959 0.055 1.089  -0.363
N3 -4.301 -1.488 -1.141  -0.540
N4 1.643 1.411 -0.230  -0.595
C1 2.675 -0.902 -0.892  -0.862
C2 0.797 -0.586 0.797  -0.109
C3 -1.520 1.634 0.140  0.334
C4 -1.691 0.016 0.183  0.564
C5 -2.947 -0.493 0.717  -1.183
C6 3.977 -0.181 -0.229  0.455
C7 -4.303 -0.516 -0.064  0.289
C8 1.345 -0.067 -0.506  0.429
H1 2.199 1.706 -0.967  0.227
H2 2.837 -0.818 -2.023  0.291
H3 -3.460 -1.553 -1.614  0.268
H4 4.793 0.564 1.402  0.232
H5 3.573 -0.749 1.682  0.276
H6 -5.003 -1.209 -1.785  0.278
H7 0.752 0.074 -1.470  0.336
H8 2.610 -1.982 -0.840  0.400
H9 -3.237 -0.202 1.752  0.383
H10 -2.625 -1.491 0.821  0.583
H11 -1.276 -0.231 -0.938  0.128
H12 -0.307 2.752 -0.335  0.342
H13 -0.849 -0.618 2.019  0.309
H14 2.179 1.545 0.595  0.246

---

# 3
Entry from the OMol25 dataset: an isolated molecule of C8H14N4O5 in a non-equilibrium geometry (ωB97M-V/def2-TZVPD).

Properties
**E_HOMO**: -9.06 eV
**Molar mass**: 246.22 g/mol
**DFT total energy**: -24721.6627 eV

Last column: Mulliken charge in e.
Cartesian coordinates (Å):
O1 -0.138 0.436 2.442  -0.613
O2 -1.787 -3.123 -1.007  -0.566
O3 1.917 -1.078 -0.163  -0.526
O4 -1.319 -1.818 0.774  -0.450
O5 -0.345 1.865 -1.991  -0.667
N1 2.515 -3.018 -1.283  -0.492
N2 -0.354 0.120 -0.526  -0.035
N3 -1.157 2.044 3.636  -0.418
N4 1.039 3.440 -0.330  -0.734
C1 -0.604 1.572 2.518  0.687
C2 -1.287 -2.101 -0.678  0.254
C3 -0.655 -0.999 -1.469  -0.086
C4 0.506 2.272 0.280  0.164
C5 -0.650 2.436 1.258  -1.002
C6 -0.026 1.389 -0.950  0.203
C7 0.549 -1.695 -2.121  -0.939
C8 1.630 -1.897 -1.010  0.568
H1 -0.675 3.414 1.635  0.450
H2 -1.307 -0.698 -2.265  0.565
H3 0.500 3.653 -1.140  0.229
H4 1.080 4.190 0.325  0.229
H5 -1.572 2.333 0.762  0.316
H6 -0.877 1.591 4.532  0.271
H7 0.401 -2.596 -2.714  0.418
H8 1.317 1.685 0.683  0.449
H9 0.993 -1.055 -2.839  0.407
H10 2.318 -3.943 -1.581  0.213
H11 -1.514 3.010 3.724  0.215
H12 -1.769 -2.560 1.264  0.332
H13 0.113 -0.254 0.347  0.306
H14 3.278 -3.000 -0.632  0.251

---

# 4
Entry from the OMol25 dataset: a structure of composition C8H14O2 in a non-equilibrium geometry (ωB97M-V/def2-TZVPD).

Properties
**E_HOMO**: -8.63 eV
**Molar mass**: 142.20 g/mol
**DFT total energy**: -12614.7186 eV

Last column: Mulliken charge in e.
Cartesian coordinates (Å):
O1 1.300 -2.473 0.026  -0.335
O2 -1.400 0.448 -1.094  -0.837
C1 0.234 -2.156 -0.327  0.905
C2 -0.293 0.861 -0.409  1.760
C3 0.929 0.965 -1.346  -1.635
C4 -1.050 -0.699 1.425  -1.035
C5 0.007 -0.122 0.815  0.256
C6 -0.564 2.245 0.232  -1.739
C7 1.306 0.031 1.559  -1.365
C8 -0.762 -2.180 -1.282  -1.095
H1 0.672 1.641 -2.161  0.440
H2 -0.805 2.941 -0.571  0.464
H3 -0.958 -1.205 2.376  0.343
H4 -1.422 2.181 0.898  0.366
H5 1.376 -0.685 2.376  0.431
H6 0.298 2.621 0.781  0.340
H7 -0.452 -2.604 -2.233  0.338
H8 -2.010 -0.714 0.930  0.358
H9 -1.246 -0.787 -1.326  0.373
H10 1.183 0.000 -1.784  0.309
H11 2.161 -0.141 0.909  0.339
H12 1.812 1.361 -0.846  0.352
H13 1.387 1.037 1.969  0.298
H14 -1.705 -2.568 -0.918  0.367